[1]
54
Properties=species:S:1:pos:R:3:forces:R:3 method="wB97M-V/def2-TZVPD" gap_ev=8.46 e_lumo_ev=-0.8856
I 1.297 -1.991 -1.389 0.15 -0.47 -0.03
O 0.919 3.624 1.988 -0.17 -0.02 -0.01
O -3.442 -3.772 2.859 -0.03 0.03 0.02
O -2.905 -4.564 0.842 -0.03 0.02 -0.03
O 0.495 0.848 -2.475 -0.12 -0.03 0.01
O -3.393 -0.344 1.117 0.03 0.07 0.03
O 1.846 5.508 -1.580 0.18 0.21 0.07
O -1.473 0.787 0.958 -0.07 0.02 0.18
O 3.932 -0.779 -1.092 0.21 -0.08 0.05
C 1.162 1.674 -1.889 0.01 0.14 0.02
C 0.698 2.341 -0.651 0.28 0.41 0.01
C 3.075 -0.887 -1.897 -0.16 0.12 0.36
C 0.635 4.364 0.819 0.16 -0.13 0.17
C -3.017 -4.743 2.021 0.12 -0.09 -0.01
C 2.289 3.569 2.330 0.09 -0.03 -0.07
C 3.363 1.250 -3.085 0.31 0.37 -0.22
C 1.058 3.612 -0.420 -0.13 -0.46 -0.04
C -2.253 0.008 0.487 -0.07 -0.20 -0.12
C -2.158 -0.721 -0.837 -0.36 0.07 -0.15
C 2.492 2.108 -2.408 0.27 0.16 -0.04
C 1.902 4.309 -1.426 -0.05 -0.01 0.04
C -4.093 -1.353 0.358 -0.10 -0.07 -0.10
C -3.591 -1.196 -1.073 0.07 0.08 0.10
C -3.429 -5.748 4.141 0.03 0.00 -0.12
C 4.028 3.965 -2.708 -0.21 -0.33 -0.08
C 4.566 1.773 -3.563 -0.16 0.39 0.23
C 3.091 -0.223 -3.254 -0.09 0.00 -0.03
C -2.718 -6.002 2.812 -0.20 0.05 0.15
C -3.390 -4.225 4.224 0.00 -0.02 0.07
C 2.835 3.447 -2.206 0.30 -0.15 -0.31
C 4.897 3.120 -3.388 -0.36 -0.22 0.14
H -1.470 -1.560 -0.718 -0.04 0.07 0.02
H 5.261 1.116 -4.068 0.04 -0.03 -0.03
H -4.160 -0.422 -1.590 -0.01 0.00 0.00
H -2.463 -3.856 4.667 0.01 -0.01 0.01
H -3.840 -2.327 0.771 0.02 -0.02 -0.01
H 2.170 -0.416 -3.791 -0.03 -0.03 -0.04
H 2.475 4.156 3.230 -0.01 0.07 0.05
H 2.572 2.535 2.520 -0.02 -0.07 0.03
H -2.966 -6.229 4.998 0.05 0.03 -0.01
H -3.074 -6.876 2.274 0.08 -0.02 -0.06
H -1.636 -6.074 2.928 0.02 -0.03 -0.02
H -5.161 -1.179 0.469 0.02 0.08 0.06
H 0.051 1.786 0.019 -0.12 0.00 -0.06
H 4.258 5.010 -2.556 0.00 0.04 0.02
H -3.667 -2.117 -1.648 0.03 -0.04 0.06
H 1.141 5.331 0.836 -0.09 0.15 -0.01
H 2.932 3.950 1.533 0.02 0.03 -0.06
H -4.233 -3.791 4.754 -0.01 0.04 -0.04
H 3.937 -0.677 -3.769 -0.01 -0.07 -0.17
H 5.834 3.503 -3.767 0.04 -0.03 -0.04
H -4.464 -6.087 4.078 -0.01 0.00 0.02
H -1.777 -0.053 -1.604 0.19 -0.08 0.03
H -0.440 4.516 0.821 -0.09 0.11 -0.04

[2]
59
Properties=species:S:1:pos:R:3:forces:R:3 method="wB97M-V/def2-TZVPD" charge=-2 gap_ev=6.88 e_lumo_ev=4.3802
K -0.451 0.470 -0.346 -0.08 -0.17 0.18
O 2.207 0.611 1.221 -0.06 0.01 -0.15
O 4.709 -3.520 -0.957 0.21 -0.19 -0.10
O -0.568 1.431 -2.867 -0.01 0.00 0.17
O 0.343 2.625 -4.544 0.01 -0.01 -0.02
O 0.343 2.557 1.321 -0.01 -0.03 -0.01
O 0.048 4.774 1.116 0.00 0.02 -0.02
O 4.286 -3.980 2.406 -0.25 -0.03 -0.05
N -2.282 -3.059 0.619 -0.09 0.00 0.02
N 1.519 2.381 -1.164 0.06 0.05 0.00
N -2.517 -1.775 0.226 -0.02 0.04 -0.24
N 1.516 -3.855 1.975 0.20 0.22 0.00
N -0.078 -2.329 1.053 0.05 0.10 -0.02
N -3.368 0.767 -0.629 0.11 0.01 -0.02
C -0.766 -4.582 1.623 -0.05 0.02 -0.02
C 4.541 -5.323 2.105 0.13 -0.09 -0.04
C 0.551 -4.823 2.036 0.07 -0.12 0.03
C -3.463 -1.655 -0.622 -0.01 0.02 0.07
C -3.869 -0.351 -1.165 -0.05 -0.05 -0.01
C 3.008 0.849 0.081 0.03 0.01 0.02
C 1.119 -2.681 1.508 -0.11 -0.10 -0.03
C 0.836 3.608 -0.785 -0.04 -0.02 -0.02
C -4.749 -0.318 -2.248 0.01 0.02 0.00
C 2.808 2.244 -0.486 0.00 -0.02 -0.01
C -5.084 0.901 -2.809 0.01 0.01 0.01
C -1.068 -3.256 1.087 0.06 0.02 -0.03
C -3.694 1.929 -1.179 0.01 0.04 -0.03
C 1.666 2.266 -2.611 -0.03 -0.01 0.03
C 0.342 2.106 -3.413 0.02 -0.04 0.01
C 0.884 -6.103 2.530 -0.01 -0.01 0.02
C 0.377 3.658 0.692 -0.01 -0.02 0.00
C -4.541 2.056 -2.271 -0.04 -0.01 -0.01
C -0.068 -7.088 2.616 -0.01 -0.01 0.00
C -1.726 -5.599 1.720 0.00 0.01 0.00
C 3.891 -2.868 -0.543 -0.19 0.18 0.11
C -1.390 -6.840 2.211 0.02 0.01 0.00
H 5.606 -5.433 1.882 -0.02 -0.04 0.00
H -0.064 3.699 -1.399 0.00 0.00 0.00
H 4.060 0.710 0.361 0.00 0.01 0.00
H -2.731 -5.374 1.390 0.00 0.00 0.00
H 2.859 2.953 0.345 0.00 0.00 0.00
H -4.746 3.030 -2.692 0.00 0.00 0.00
H 1.907 -6.281 2.839 -0.04 0.01 0.00
H 2.256 1.367 -2.821 0.01 0.00 0.00
H 3.303 -3.881 2.317 0.04 0.13 0.11
H -3.244 2.808 -0.731 0.02 0.00 0.00
H 3.637 2.491 -1.168 0.00 0.00 0.00
H -5.744 0.948 -3.666 0.00 0.00 0.00
H 4.297 -5.993 2.945 0.04 0.01 -0.05
H -3.975 -2.542 -1.005 -0.01 0.01 0.01
H 2.222 3.123 -3.023 -0.02 0.01 -0.03
H 0.206 -8.065 2.999 -0.02 0.00 0.00
H 1.550 1.351 1.297 0.01 0.00 0.03
H 3.972 -5.663 1.229 0.03 -0.02 0.03
H -2.138 -7.620 2.283 0.01 -0.01 0.00
H 1.870 -1.895 1.480 -0.01 0.02 0.01
H 1.447 4.503 -0.985 0.00 0.00 0.00
H -5.134 -1.246 -2.652 0.00 0.00 0.00
H 2.784 0.110 -0.703 0.00 0.00 0.01

[3]
59
Properties=species:S:1:pos:R:3:forces:R:3 method="wB97M-V/def2-TZVPD" charge=-2 gap_ev=6.39 e_lumo_ev=4.4407
K -0.472 0.524 -0.060 0.07 -0.36 0.40
O -2.611 -0.232 -1.549 -0.10 -0.13 0.13
O -0.776 5.109 0.359 -0.05 0.07 0.13
O -2.877 0.870 -3.479 -0.01 0.03 -0.03
O 0.437 0.149 -2.740 0.13 0.04 -0.11
O -3.963 -0.726 0.715 -0.07 -0.14 -0.10
O -0.087 3.020 -0.080 0.17 -0.07 -0.09
O 1.532 -1.171 -4.208 -0.09 0.06 0.08
N -2.800 2.126 -0.078 -0.08 0.05 0.08
N 1.485 -0.944 1.666 0.06 0.15 0.00
N -0.235 0.788 3.089 0.18 -0.10 -0.17
N 1.298 -3.368 -2.550 0.04 0.13 -0.11
N 2.347 -1.788 1.099 0.04 -0.07 0.08
N 0.962 -1.685 -0.803 -0.30 0.05 -0.05
C 0.673 -2.113 -2.136 -0.09 -0.13 0.04
C 2.547 -3.659 -2.032 -0.04 0.06 0.05
C -4.106 1.700 0.424 -0.05 -0.06 0.09
C 4.135 -3.466 -0.236 0.00 -0.02 -0.01
C -0.935 1.677 3.769 -0.18 0.25 0.18
C 2.916 -3.115 -0.796 -0.01 0.02 -0.02
C 4.996 -4.343 -0.882 0.05 0.00 0.03
C 0.997 0.484 3.528 0.03 0.02 0.19
C 3.416 -4.532 -2.685 -0.02 -0.07 -0.10
C 0.768 1.995 5.392 -0.09 0.06 0.01
C 1.517 1.076 4.693 0.02 -0.05 -0.06
C 1.830 -0.465 2.811 0.01 -0.12 -0.06
C -2.772 0.809 -2.241 -0.01 0.09 -0.39
C -2.773 2.177 -1.526 0.01 0.09 -0.15
C 0.964 -0.995 -3.151 0.05 -0.19 -0.05
C -4.040 0.508 1.376 -0.05 0.13 0.09
C 0.453 1.273 -3.635 0.00 0.10 -0.02
C -0.500 2.317 4.924 0.06 -0.07 -0.03
C -0.937 3.882 0.232 -0.27 0.28 -0.13
C -2.395 3.396 0.513 0.03 0.15 0.01
C 1.981 -2.145 -0.157 0.29 -0.17 -0.02
C 4.629 -4.868 -2.113 0.05 -0.05 -0.01
H 2.785 -0.742 3.271 -0.05 0.00 -0.10
H 0.818 2.119 -3.055 -0.05 0.02 -0.03
H -2.474 3.311 1.602 -0.03 0.00 -0.01
H -3.607 2.770 -1.945 0.08 -0.04 0.06
H -3.490 -0.582 -0.141 0.18 -0.04 0.03
H 1.106 1.070 -4.483 -0.03 0.01 0.06
H 1.167 2.467 6.284 -0.01 -0.01 -0.02
H 1.253 -3.484 -3.554 0.00 -0.01 0.03
H -3.178 0.643 2.048 -0.05 0.03 0.00
H -0.415 -2.245 -2.217 0.01 0.01 0.03
H -1.851 2.681 -1.827 0.00 -0.01 -0.03
H -4.743 1.410 -0.419 -0.02 0.02 0.06
H -1.124 3.045 5.424 -0.02 -0.01 -0.03
H 2.515 0.809 5.016 0.02 -0.01 0.00
H -4.948 0.485 1.995 0.06 0.05 0.00
H -0.575 1.443 -3.959 0.04 -0.02 0.02
H 5.295 -5.545 -2.636 0.01 -0.02 -0.01
H -3.078 4.210 0.208 0.07 -0.03 0.04
H -4.604 2.542 0.931 0.01 -0.04 -0.04
H 3.130 -4.944 -3.647 -0.01 0.00 -0.01
H 5.947 -4.608 -0.438 0.02 0.01 0.03
H -1.917 1.908 3.369 -0.02 0.00 0.00
H 4.383 -3.027 0.720 0.02 0.02 0.04

[4]
51
Properties=species:S:1:pos:R:3:forces:R:3 method="wB97M-V/def2-TZVPD" spin_multiplicity=2 charge=+1 gap_ev="7.65 / 7.34" e_lumo_ev="-3.2790 / -3.5159" s_squared=0.771
Mn -1.207 0.670 -0.344 -0.05 0.01 -0.09
S -0.389 2.440 -1.644 0.00 -0.03 -0.01
N -0.726 -1.109 -1.184 0.05 -0.01 0.02
N 1.498 3.904 -0.449 0.00 0.00 0.00
N 0.741 0.574 -0.061 -0.01 -0.01 0.04
N 1.446 1.719 0.205 -0.04 -0.01 -0.03
C -3.842 2.604 -1.082 -0.01 0.00 0.00
C 5.487 -1.253 0.494 0.00 -0.01 0.01
C -2.741 -0.491 0.888 0.01 0.02 -0.01
C 3.188 -1.676 1.039 -0.01 0.00 0.00
C -1.764 0.075 1.713 -0.01 -0.01 -0.01
C 0.487 -1.572 -0.808 0.02 0.01 0.01
C -1.545 1.479 1.748 -0.01 0.00 0.00
C -3.028 -1.961 0.955 0.00 0.00 0.00
C -1.517 -1.894 -1.918 0.01 0.00 0.00
C 2.789 -0.780 0.052 0.01 0.00 0.00
C 0.075 -3.663 -1.882 0.00 -0.01 0.00
C -3.391 0.335 -0.049 0.01 0.02 0.00
C 0.948 2.678 -0.536 0.03 0.01 0.01
C -3.145 1.715 -0.098 0.01 -0.02 0.03
C -0.567 2.065 2.721 0.00 0.00 0.00
C 0.912 -2.852 -1.134 -0.02 0.02 0.00
C 4.537 -1.908 1.263 0.01 0.01 0.00
C 1.347 -0.552 -0.186 -0.02 0.02 0.00
C 5.091 -0.365 -0.496 0.00 0.00 0.00
C -2.254 2.271 0.854 0.02 0.00 -0.01
C 3.745 -0.122 -0.717 0.00 0.00 0.01
C -1.154 -3.173 -2.296 -0.01 0.01 0.00
H -4.249 2.033 -1.915 0.00 0.00 0.00
H -0.272 3.070 2.424 0.00 0.00 0.00
H 5.833 0.143 -1.097 0.00 0.00 0.00
H 0.330 1.452 2.792 0.00 0.00 0.00
H -2.052 3.333 0.809 0.01 0.00 0.02
H 1.231 4.610 -1.111 0.00 0.00 0.00
H -3.154 3.354 -1.471 0.00 0.00 0.00
H 0.387 -4.662 -2.155 0.00 0.00 0.00
H 2.444 -2.184 1.642 0.00 0.00 0.00
H -4.090 -0.102 -0.751 -0.01 -0.01 0.01
H 6.540 -1.436 0.665 0.00 0.00 0.00
H -4.667 3.121 -0.589 0.00 0.00 0.00
H -2.468 -1.470 -2.215 0.00 0.00 0.00
H 4.844 -2.597 2.038 0.00 0.00 0.00
H -1.027 2.117 3.709 0.00 0.00 0.00
H 2.369 4.006 0.045 0.00 0.00 0.00
H -3.540 -2.315 0.063 0.00 0.00 0.00
H -1.192 -0.565 2.374 0.00 0.01 0.00
H -3.675 -2.157 1.812 0.00 0.00 0.00
H 3.431 0.575 -1.483 0.00 0.00 0.00
H -2.113 -2.538 1.091 0.00 0.00 0.00
H -1.823 -3.765 -2.904 0.00 0.00 0.00
H 1.893 -3.182 -0.824 0.00 -0.01 0.00

Across the entries above, electronic energy takes the values -1751.7375, -2307.4518, -2307.4536, -2620.1759 hartree, respectively.